{
  "formula": "C57H80CuGeN4O2",
  "method": "ωB97M-V/def2-TZVPD",
  "species": ["Cu", "C", "C", "C", "C", "C", "C", "C", "C", "C", "C", "C", "C", "N", "C", "O", "C", "C", "C", "C", "C", "N", "C", "O", "N", "C", "C", "C", "C", "C", "C", "C", "C", "C", "C", "C", "C", "H", "H", "H", "H", "H", "H", "H", "H", "H", "H", "H", "H", "H", "H", "H", "H", "H", "H", "H", "H", "H", "H", "H", "H", "H", "H", "H", "H", "H", "H", "H", "H", "H", "H", "H", "H", "H", "C", "C", "C", "C", "C", "C", "C", "C", "N", "C", "C", "C", "C", "C", "C", "C", "C", "C", "C", "H", "H", "H", "H", "H", "H", "H", "H", "H", "H", "H", "H", "H", "H", "H", "H", "H", "H", "H", "H", "H", "H", "H", "H", "C", "C", "C", "C", "Ge", "C", "C", "C", "C", "H", "H", "H", "H", "H", "H", "H", "H", "H", "H", "H", "H", "H", "H", "H", "H", "H", "H", "H"],
  "coordinates": [[-1.20461, 0.01507, 0.73740], [1.45483, 3.03781, -0.19007], [0.61314, 4.20608, 0.30292], [0.81274, 4.43766, 1.80404], [-0.84097, 4.12991, -0.13938], [-1.26694, 5.17887, -0.95082], [-2.55222, 5.24451, -1.44908], [-3.45383, 4.25535, -1.11038], [-3.08658, 3.19206, -0.29061], [-4.17441, 2.23110, 0.15435], [-4.86897, 2.78676, 1.40718], [-5.22950, 1.97684, -0.92218], [-1.76029, 3.10703, 0.17271], [-1.38094, 2.00593, 1.02137], [-1.52933, 2.33531, 2.33660], [-1.80319, 3.43629, 2.78920], [-1.37591, 1.18288, 3.27591], [-1.36304, 1.25531, 4.65545], [-1.31194, 0.05937, 5.36336], [-1.31138, -1.15583, 4.68784], [-1.32498, -1.12398, 3.30677], [-1.34017, 0.02011, 2.65703], [-1.40453, -2.30386, 2.39620], [-1.58851, -3.41517, 2.87696], [-1.29764, -1.98813, 1.08138], [-1.61718, -3.11876, 0.26833], [-0.71859, -4.17880, 0.03558], [-1.17449, -5.23331, -0.76496], [-2.43553, -5.26376, -1.31911], [-3.32391, -4.24281, -1.02779], [-2.94388, -3.18633, -0.21647], [-4.00755, -2.20786, 0.27835], [-4.58648, -2.75190, 1.59400], [-5.16831, -1.95160, -0.67933], [0.68606, -4.44662, 0.62529], [1.73390, -4.73587, -0.45669], [1.31884, -3.44308, 1.58915], [2.47674, 3.14949, 0.17393], [1.06312, 2.08558, 0.16573], [1.49274, 3.01457, -1.27546], [1.00660, 5.09664, -0.19393], [0.68469, 3.52062, 2.37507], [1.82900, 4.80177, 1.97785], [0.10473, 5.16639, 2.19619], [-0.56036, 5.96131, -1.20231], [-2.85188, 6.06723, -2.08611], [-4.46905, 4.32172, -1.47504], [-3.71516, 1.27506, 0.41832], [-5.45576, 3.66855, 1.13765], [-5.54693, 2.04336, 1.83332], [-4.14934, 3.08728, 2.16926], [-5.80645, 2.87820, -1.13264], [-4.78944, 1.62566, -1.85562], [-5.93486, 1.22692, -0.56996], [-1.40965, 2.22273, 5.13543], [-1.28933, 0.07461, 6.44547], [-1.31398, -2.10949, 5.19674], [-0.51989, -6.08131, -0.92544], [-2.73921, -6.09860, -1.93848], [-4.33173, -4.29062, -1.41539], [-3.53473, -1.24667, 0.49381], [-5.21830, -3.61827, 1.38185], [-3.80317, -3.07475, 2.28068], [-5.20091, -1.99520, 2.08837], [-5.71361, -2.86761, -0.90930], [-5.87731, -1.27769, -0.20190], [-4.85176, -1.49565, -1.60895], [0.54530, -5.37556, 1.18796], [1.35563, -5.33854, -1.28053], [2.57854, -5.26606, -0.01132], [2.11562, -3.80433, -0.86163], [1.37713, -2.44711, 1.15517], [0.78710, -3.39624, 2.53307], [2.33895, -3.77358, 1.80616], [5.79045, 1.40988, -2.10420], [4.62091, 0.51544, -1.78582], [4.17455, -0.43228, -2.69718], [3.04028, -1.20570, -2.45129], [2.66296, -2.25495, -3.46798], [2.33958, -1.00937, -1.26845], [2.82913, -0.14054, -0.25662], [3.97143, 0.62954, -0.57045], [2.16599, -0.12087, 0.94145], [2.88303, 0.11469, 2.19865], [1.93865, -0.31060, 3.33028], [2.60659, -0.20844, 4.70150], [2.98643, 1.24908, 4.96369], [3.93043, 1.71795, 3.85519], [5.20153, 0.86405, 3.87925], [4.83184, -0.60396, 3.64364], [3.86123, -1.08288, 4.72630], [4.16851, -0.74294, 2.27116], [3.25351, 1.59216, 2.48500], [6.27999, 1.10484, -3.02839], [6.52968, 1.39203, -1.30246], [5.45746, 2.44282, -2.22605], [4.71034, -0.56545, -3.63148], [2.73661, -1.85980, -4.48308], [1.65941, -2.63897, -3.31471], [3.35366, -3.09834, -3.39811], [1.43676, -1.57057, -1.05360], [4.33294, 1.36195, 0.13054], [1.59118, -1.33133, 3.15234], [1.06958, 0.34840, 3.30154], [1.90284, -0.55327, 5.46490], [3.48091, 1.34336, 5.93560], [2.08849, 1.87578, 4.98696], [4.18703, 2.76935, 4.01178], [5.71143, 0.97678, 4.84078], [5.89505, 1.20005, 3.10120], [5.73652, -1.21754, 3.66372], [4.33612, -1.03730, 5.71106], [3.58965, -2.12658, 4.53901], [3.90078, -1.78668, 2.07725], [4.85899, -0.43095, 1.48567], [3.93099, 1.98187, 1.73048], [2.34629, 2.19415, 2.45453], [-3.53888, -1.20583, -5.68890], [-2.27677, -0.93387, -4.87812], [-2.15626, -1.86022, -3.67172], [-1.00378, -1.49967, -2.73131], [-1.35510, 0.14706, -1.69263], [-0.67293, 1.72452, -2.66982], [0.69790, 1.72589, -3.35566], [0.75646, 0.98923, -4.69556], [1.92054, 1.46976, -5.55744], [-3.57959, -0.58784, -6.58670], [-4.43081, -0.99475, -5.09444], [-3.58433, -2.25265, -5.99756], [-2.28449, 0.10578, -4.53452], [-1.39302, -1.04721, -5.51312], [-2.01596, -2.89013, -4.01457], [-3.09590, -1.85004, -3.13327], [-0.10935, -1.29272, -3.31425], [-0.77786, -2.32899, -2.06450], [-2.88774, 0.35410, -1.73921], [-0.74424, 2.55199, -1.97358], [-1.45523, 1.89793, -3.41713], [1.46539, 1.32391, -2.68950], [0.96769, 2.77167, -3.54694], [-0.18168, 1.14278, -5.23679], [0.85268, -0.08353, -4.52754], [1.78044, 2.51365, -5.84602], [2.01318, 0.87856, -6.47029], [2.86321, 1.39873, -5.01108]],
  "total_energy_ha": -6306.92945,
  "spin_multiplicity": 2,
  "lumo_ev": [-1.5, -1.5]
}